This record from OMol25 describes a molecular structure, C26H34N5PtS. The level of theory is ωB97M-V/def2-TZVPD.

Structure (XYZ):
```
67
C26H34N5PtS | OMol25 | ωB97M-V/def2-TZVPD
Pt 0.386 -1.482 0.568
C -1.114 -5.169 2.207
C -0.852 -3.798 1.684
N 0.266 -3.369 1.219
N 1.409 -4.121 1.141
C 2.542 -3.520 0.684
N 3.642 -4.270 0.673
S 2.585 -1.909 0.160
C -1.921 -2.766 1.687
C -3.189 -2.993 2.180
C -4.110 -1.948 2.170
C -3.733 -0.717 1.677
C -2.441 -0.552 1.189
N -1.573 -1.554 1.193
H -0.307 -5.869 2.009
H -2.012 -5.577 1.744
H -1.279 -5.134 3.286
H 1.433 -5.034 1.567
H 3.636 -5.257 0.868
H 4.496 -3.867 0.325
H -3.463 -3.961 2.572
H -5.109 -2.106 2.553
H -4.416 0.120 1.664
H -2.068 0.382 0.789
C 0.601 5.198 1.367
C 0.573 3.731 1.707
C 0.662 3.309 3.027
C 0.665 1.951 3.314
C 0.800 1.462 4.732
C 0.562 1.033 2.279
C 0.449 1.413 0.924
C 0.468 2.801 0.681
N 0.285 0.434 -0.052
C 0.282 0.735 -1.497
C 0.153 -0.574 -2.303
C 0.117 -0.312 -3.815
C 1.409 0.388 -4.241
C 1.543 1.699 -3.467
C 0.342 2.602 -3.769
C -0.959 1.886 -3.387
C -1.076 0.577 -4.166
C -0.955 1.575 -1.888
C 1.591 1.399 -1.966
H 0.590 5.812 2.266
H -0.258 5.477 0.754
H 1.501 5.448 0.801
H 0.744 4.035 3.827
H 0.772 2.290 5.438
H 1.745 0.934 4.874
H -0.006 0.771 4.991
H 0.596 -0.020 2.540
H 0.410 3.191 -0.321
H -0.760 -1.101 -1.998
H 1.002 -1.228 -2.087
H 0.028 -1.271 -4.332
H 1.391 0.580 -5.318
H 2.272 -0.255 -4.040
H 2.465 2.208 -3.758
H 0.326 2.858 -4.832
H 0.430 3.541 -3.213
H -1.813 2.530 -3.615
H -1.094 0.771 -5.242
H -2.014 0.073 -3.911
H -1.849 0.994 -1.631
H -1.012 2.501 -1.321
H 1.796 2.313 -1.412
H 2.417 0.711 -1.746
```

Calculated values
Charge ... +1
LUMO energy ... -4.2 eV
Highest occupied orbital energy ... -8.96 eV

This record from OMol25 describes a gas-phase ion, C6H11Cl2N4O (charge +1) in a non-equilibrium geometry. The level of theory is ωB97M-V/def2-TZVPD.

Structure (XYZ):
```
24
C6H11Cl2N4O | OMol25 | ωB97M-V/def2-TZVPD
C 0.348 -1.475 0.182
C 0.696 1.900 0.396
C -1.032 -1.362 -0.473
C -1.165 0.168 -0.424
C 0.941 -2.836 0.312
C -2.468 0.625 0.275
N 0.886 -0.381 0.480
N 0.094 0.689 0.256
N 0.154 2.934 -0.288
N 1.655 2.049 1.253
O -1.161 0.784 -1.634
Cl -2.250 0.205 2.065
Cl -3.910 -0.177 -0.489
H -1.158 -1.764 -1.459
H -1.804 -1.806 0.116
H 0.667 -3.430 -0.502
H 0.574 -3.307 1.229
H 2.022 -2.805 0.354
H -2.624 1.719 0.277
H -0.265 2.512 -1.174
H 0.399 3.857 -0.135
H 2.167 1.168 1.582
H 2.199 2.908 1.385
H -0.389 0.444 -2.182
```

Calculated values
Charge ... +1
LUMO energy ... -2.9 eV
Highest occupied orbital energy ... -13.31 eV
Structure (SMILES) ... CC1=NN(C(N)=[NH2+])[C@](O)(C(Cl)Cl)C1

This record from OMol25 describes a molecular structure, C6H11F2N2 in a non-equilibrium geometry. The level of theory is ωB97M-V/def2-TZVPD.

Structure (XYZ):
```
21
C6H11F2N2 | OMol25 | ωB97M-V/def2-TZVPD
C 0.227 1.393 0.064
C 1.491 0.991 0.072
C 0.570 -0.945 -0.845
C -3.189 0.786 -0.110
C 2.503 -1.066 0.734
C -1.853 -0.050 0.095
N -0.711 0.480 -0.523
N 1.846 -0.296 -0.443
F -1.581 -0.192 1.535
F -2.031 -1.293 -0.376
H -0.171 2.435 0.433
H 2.379 1.684 0.307
H 0.248 -1.710 -0.094
H 0.580 -1.071 -1.973
H -3.950 0.290 0.563
H -2.893 1.774 0.115
H -3.590 0.685 -1.111
H 3.550 -0.721 0.675
H 1.851 -0.726 1.580
H 2.254 -2.137 0.538
H 2.471 -0.310 -1.236
```

Calculated values
Charge ... +1
LUMO energy ... -3.7 eV
Highest occupied orbital energy ... -13.69 eV

This record from OMol25 describes C4H5NO in the gas phase in a non-equilibrium geometry. The level of theory is ωB97M-V/def2-TZVPD.

Structure (XYZ):
```
11
C4H5NO | OMol25 | ωB97M-V/def2-TZVPD
O -0.582 1.651 -1.357
C -0.262 0.691 -0.448
C 0.341 0.662 0.820
C 0.501 -0.628 1.224
C 0.304 -1.393 0.111
N -0.155 -0.598 -0.915
H -0.443 2.505 -0.900
H -0.575 1.413 1.153
H 0.844 -0.945 2.185
H 0.433 -2.456 -0.029
H -0.405 -0.901 -1.844
```

Calculated values
LUMO energy ... 0.8 eV
Highest occupied orbital energy ... -7.91 eV
Energy relative to the best compared isomer or geometry (same formula, charge and spin) ... 216.9 kJ/mol
Structure (SMILES) ... Oc1ccc[nH]1

Number 1: DFT total energy -49042.61799 eV. Number 2: DFT total energy -39446.46364 eV. Number 3: DFT total energy -14805.66516 eV. Number 4: DFT total energy -7764.27843 eV.